Entry 1:
The following is a quantum chemistry calculation of 3 unconnected molecules or ions with the total composition C24H61FN10O5P3 at a distorted geometry, from OMol25.

Each atom is followed by the atoms it is bonded to, with distances in Å.
CARTESIAN COORDINATES (ANGSTROEM)
1 C -1.03 3.31 -1.82  C2 1.536, H22 1.087, H23 1.092, H24 1.090
2 C 0.11 2.51 -2.46  C1 1.536, C3 1.544, H25 1.087, H26 1.096
3 C 1.02 3.46 -3.26  C2 1.544, C4 1.543, H27 1.090, H28 1.089
4 C 1.99 2.68 -4.18  C3 1.543, C5 1.543, H29 1.091, H30 1.090
5 C 3.48 3.00 -3.96  C4 1.543, C6 1.541, H31 1.088, H32 1.091
6 C 3.80 4.50 -3.79  C5 1.541, C7 1.552, H33 1.088, H34 1.089
7 C 4.33 4.93 -2.40  C6 1.552, C8 1.481, H35 1.088, H36 1.094
8 C 3.76 4.19 -1.25  C7 1.481, N9 1.324, N21 1.337
9 N 4.04 2.96 -0.86  C8 1.324, C10 1.329
10 C 3.31 2.69 0.22  N9 1.329, N11 1.335, N20 1.349
11 N 3.29 1.57 0.95  C10 1.335, C12 1.472, P16 1.722
12 C 2.43 1.51 2.15  N11 1.472, C13 1.536, H37 1.093, H38 1.084
13 C 0.92 1.54 1.84  C12 1.536, C14 1.531, F15 1.415, H39 1.091
14 C 0.18 0.36 2.46  C13 1.531, H40 1.087, H41 1.088, H42 1.088
15 F 0.45 2.71 2.50  C13 1.415
16 P 4.24 0.20 0.55  N11 1.722, O17 1.449, O18 1.590, O19 1.587
17 O 5.59 0.28 1.08  P16 1.449
18 O 4.24 0.01 -1.03  P16 1.590, H43 0.968
19 O 3.39 -1.00 1.13  P16 1.587, H44 0.967
20 N 2.55 3.76 0.51  C10 1.349, N21 1.349, H45 1.013
21 N 2.83 4.69 -0.43  C8 1.337, N20 1.349, H46 1.008
22 H -1.35 4.13 -2.47  C1 1.087
23 H -0.72 3.69 -0.84  C1 1.092
24 H -1.89 2.67 -1.66  C1 1.090
25 H -0.31 1.78 -3.16  C2 1.087
26 H 0.74 1.99 -1.74  C2 1.096
27 H 1.54 4.09 -2.53  C3 1.090
28 H 0.38 4.11 -3.86  C3 1.089
29 H 1.77 2.98 -5.20  C4 1.091
30 H 1.82 1.61 -4.12  C4 1.090
31 H 3.89 2.38 -3.17  C5 1.088
32 H 3.99 2.68 -4.87  C5 1.091
33 H 2.97 5.12 -4.10  C6 1.088
34 H 4.60 4.72 -4.50  C6 1.089
35 H 5.41 4.93 -2.32  C7 1.088
36 H 4.03 5.98 -2.25  C7 1.094
37 H 2.67 2.38 2.76  C12 1.093
38 H 2.72 0.66 2.74  C12 1.084
39 H 0.71 1.66 0.78  C13 1.091
40 H 0.84 -0.42 2.82  C14 1.087
41 H -0.40 0.70 3.32  C14 1.088
42 H -0.52 -0.06 1.74  C14 1.088
43 H 3.41 0.32 -1.43  O18 0.968
44 H 2.95 -1.47 0.40  O19 0.967
45 H 1.87 3.93 1.24  N20 1.013
46 H 2.42 5.61 -0.48  N21 1.008
47 O -4.34 1.68 -3.79  P48 1.499
48 P -4.80 0.45 -4.52  O47 1.499, N49 1.717, N52 1.710, N55 1.756
49 N -5.24 -0.60 -3.24  P48 1.717, C50 1.446, C51 1.454
50 C -4.37 -1.53 -2.56  N49 1.446, H58 1.094, H59 1.100, H60 1.086
51 C -6.35 -0.13 -2.42  N49 1.454, H61 1.098, H62 1.095, H63 1.089
52 N -3.35 0.06 -5.34  P48 1.710, C53 1.447, C54 1.456
53 C -2.75 -1.26 -5.42  N52 1.447, H64 1.098, H65 1.093, H66 1.090
54 C -2.31 1.07 -5.32  N52 1.456, H67 1.097, H68 1.085, H69 1.093
55 N -5.74 -0.41 -5.72  P48 1.756, C56 1.477, C57 1.454
56 C -6.65 0.49 -6.47  N55 1.477, H70 1.095, H71 1.090, H72 1.094
57 C -6.42 -1.67 -5.45  N55 1.454, H73 1.096, H74 1.087, H75 1.092
58 H -4.95 -2.39 -2.20  C50 1.094
59 H -3.85 -1.09 -1.69  C50 1.100
60 H -3.61 -1.94 -3.22  C50 1.086
61 H -7.29 -0.17 -2.98  C51 1.098
62 H -6.20 0.91 -2.09  C51 1.095
63 H -6.47 -0.74 -1.54  C51 1.089
64 H -2.17 -1.51 -4.53  C53 1.098
65 H -2.07 -1.31 -6.28  C53 1.093
66 H -3.50 -2.04 -5.60  C53 1.090
67 H -1.77 1.09 -4.37  C54 1.097
68 H -2.72 2.06 -5.49  C54 1.085
69 H -1.59 0.90 -6.13  C54 1.093
70 H -7.48 0.84 -5.85  C56 1.095
71 H -7.05 -0.01 -7.35  C56 1.090
72 H -6.10 1.37 -6.82  C56 1.094
73 H -7.27 -1.58 -4.77  C57 1.096
74 H -5.73 -2.42 -5.06  C57 1.087
75 H -6.79 -2.05 -6.40  C57 1.092
76 O -0.20 -2.15 5.37  P77 1.501
77 P 0.70 -3.08 6.13  O76 1.501, N78 1.721, N81 1.701, N84 1.756
78 N 2.25 -2.59 5.57  P77 1.721, C79 1.444, C80 1.450
79 C 2.94 -3.13 4.42  N78 1.444, H87 1.095, H88 1.101, H89 1.086
80 C 2.61 -1.23 5.89  N78 1.450, H90 1.098, H91 1.098, H92 1.090
81 N 0.13 -4.58 5.57  P77 1.701, C82 1.448, C83 1.462
82 C 0.97 -5.68 5.12  N81 1.448, H93 1.097, H94 1.092, H95 1.090
83 C -1.12 -4.57 4.81  N81 1.462, H96 1.098, H97 1.085, H98 1.091
84 N 1.32 -3.83 7.60  P77 1.756, C85 1.477, C86 1.454
85 C 0.64 -3.33 8.81  N84 1.477, H99 1.095, H100 1.090, H101 1.094
86 C 2.74 -3.99 7.87  N84 1.454, H102 1.096, H103 1.087, H104 1.092
87 H 4.02 -3.06 4.58  C79 1.095
88 H 2.70 -2.58 3.50  C79 1.101
89 H 2.74 -4.18 4.26  C79 1.086
90 H 2.81 -1.11 6.97  C80 1.098
91 H 1.82 -0.51 5.62  C80 1.098
92 H 3.52 -0.93 5.37  C80 1.090
93 H 1.29 -5.54 4.08  C82 1.097
94 H 0.40 -6.61 5.17  C82 1.092
95 H 1.84 -5.83 5.76  C82 1.090
96 H -0.97 -4.24 3.77  C83 1.098
97 H -1.85 -3.91 5.27  C83 1.085
98 H -1.55 -5.57 4.80  C83 1.091
99 H 0.92 -2.30 9.05  C85 1.095
100 H 0.87 -3.96 9.67  C85 1.090
101 H -0.45 -3.37 8.67  C85 1.094
102 H 3.27 -3.05 8.06  C86 1.096
103 H 3.24 -4.51 7.06  C86 1.087
104 H 2.83 -4.62 8.75  C86 1.092

The spin multiplicity is 1. The calculation puts the maximum force at 5.20 eV/A. Its total charge is +1. The orbital gap comes out at 7.19 eV.

Atomic partial charges in e from the Mulliken method, atoms 1 to 4: C -1.302; C 0.247; C -0.271; C -0.952

Entry 2:
The following is a quantum chemistry calculation of 11 unconnected molecules or ions with the total composition C24H61IN21O16P2 at a distorted geometry, from OMol25.

Each atom is followed by the atoms it is bonded to, with distances in Å.
CARTESIAN COORDINATES (ANGSTROEM)
1 N -2.61 -1.49 -0.08  C2 1.277, H25 1.022
2 C -3.00 -0.50 -0.79  N1 1.277, C3 1.493, H26 1.093
3 C -4.26 -0.52 -1.59  C2 1.493, P4 1.944, H27 1.089, H28 1.092
4 P -3.89 -1.35 -3.31  C3 1.944, C5 1.910, O12 1.820, O24 1.779, H29 1.428, H30 1.432
5 C -3.25 0.26 -4.13  P4 1.910, C6 1.496, H31 1.093, H32 1.095
6 C -2.02 -0.06 -4.91  C5 1.496, C7 1.395, C11 1.395
7 C -2.12 -0.37 -6.27  C6 1.395, C8 1.390, H33 1.085
8 C -0.99 -0.71 -7.00  C7 1.390, C9 1.388, H34 1.085
9 C 0.25 -0.77 -6.38  C8 1.388, C10 1.387, H35 1.085
10 C 0.37 -0.46 -5.03  C9 1.387, C11 1.388, H36 1.086
11 C -0.76 -0.11 -4.31  C6 1.395, C10 1.388, H37 1.086
12 O -4.43 -2.96 -2.66  P4 1.820, C13 1.342
13 C -5.45 -3.44 -3.39  O12 1.342, I14 2.226, C15 1.559, H38 1.088
14 I -4.81 -5.06 -4.78  C13 2.226
15 C -6.26 -2.28 -4.03  C13 1.559, C16 1.556, P20 1.877, O24 1.406
16 C -7.71 -2.16 -3.48  C15 1.556, C17 1.542, H39 1.090, H40 1.091
17 C -8.36 -3.45 -2.96  C16 1.542, C18 1.471, O19 1.405, H41 1.093
18 C -8.42 -4.61 -3.86  C17 1.471, O19 1.492, H42 1.084, H43 1.081
19 O -9.60 -3.77 -3.53  C17 1.405, C18 1.492
20 P -6.34 -2.02 -5.89  C15 1.877, O21 1.461, O22 1.630, O23 1.620
21 O -5.17 -2.33 -6.71  P20 1.461
22 O -7.69 -2.77 -6.43  P20 1.630, H44 0.960
23 O -6.71 -0.45 -6.03  P20 1.620, H45 0.963
24 O -5.62 -1.09 -3.64  P4 1.779, C15 1.406
25 H -3.30 -2.24 -0.15  N1 1.022
26 H -2.39 0.41 -0.80  C2 1.093
27 H -4.71 0.47 -1.68  C3 1.089
28 H -4.94 -1.17 -1.03  C3 1.092
29 H -2.57 -1.66 -2.88  P4 1.428
30 H -3.74 -2.01 -4.57  P4 1.432
31 H -4.01 0.68 -4.78  C5 1.093
32 H -3.01 0.99 -3.35  C5 1.095
33 H -3.08 -0.35 -6.76  C7 1.085
34 H -1.10 -0.97 -8.05  C8 1.085
35 H 1.13 -1.07 -6.94  C9 1.085
36 H 1.34 -0.52 -4.55  C10 1.086
37 H -0.69 0.12 -3.25  C11 1.086
38 H -6.05 -4.04 -2.71  C13 1.088
39 H -8.43 -1.80 -4.22  C16 1.090
40 H -7.66 -1.49 -2.61  C16 1.091
41 H -8.21 -3.66 -1.89  C17 1.093
42 H -8.77 -5.58 -3.53  C18 1.084
43 H -8.08 -4.51 -4.88  C18 1.081
44 H -8.39 -2.16 -6.66  O22 0.960
45 H -7.64 -0.28 -5.84  O23 0.963
46 C -5.31 -1.32 2.44  O47 1.216, N48 1.361, N49 1.377
47 O -5.89 -0.78 1.51  C46 1.216
48 N -4.08 -0.92 2.85  C46 1.361, H50 1.003, H51 1.004
49 N -5.85 -2.37 3.14  C46 1.377, H52 1.002, H53 1.002
50 H -3.57 -1.35 3.60  N48 1.003
51 H -3.64 -0.18 2.34  N48 1.004
52 H -6.76 -2.69 2.85  N49 1.002
53 H -5.38 -2.85 3.88  N49 1.002
54 C 3.47 -2.10 -2.99  O55 1.221, N56 1.371, N57 1.360
55 O 3.27 -1.28 -3.88  C54 1.221
56 N 3.05 -1.89 -1.71  C54 1.371, H58 1.004, H59 1.003
57 N 4.11 -3.28 -3.19  C54 1.360, H60 1.002, H61 1.004
58 H 3.20 -2.56 -0.98  N56 1.004
59 H 2.53 -1.05 -1.52  N56 1.003
60 H 4.41 -3.49 -4.13  N57 1.002
61 H 4.28 -3.94 -2.45  N57 1.004
62 C 6.43 -2.88 -0.52  O63 1.228, N64 1.354, N65 1.366
63 O 5.57 -3.73 -0.73  C62 1.228
64 N 6.15 -1.56 -0.38  C62 1.354, H66 1.006, H67 1.004
65 N 7.75 -3.21 -0.43  C62 1.366, H68 1.001, H69 1.005
66 H 6.85 -0.86 -0.20  N64 1.006
67 H 5.20 -1.28 -0.46  N64 1.004
68 H 7.98 -4.18 -0.55  N65 1.001
69 H 8.50 -2.55 -0.29  N65 1.005
70 C -3.12 -1.02 6.98  O71 1.220, N72 1.369, N73 1.362
71 O -2.49 -1.96 6.54  C70 1.220
72 N -2.62 -0.19 7.95  C70 1.369, H74 1.004, H75 1.003
73 N -4.35 -0.68 6.52  C70 1.362, H76 1.003, H77 1.003
74 H -3.12 0.60 8.31  N72 1.004
75 H -1.70 -0.40 8.30  N72 1.003
76 H -4.73 -1.26 5.79  N73 1.003
77 H -4.89 0.11 6.84  N73 1.003
78 C 11.00 -2.49 -2.16  O79 1.219, N80 1.365, N81 1.366
79 O 10.36 -2.08 -1.22  C78 1.219
80 N 11.58 -1.66 -3.08  C78 1.365, H82 1.002, H83 1.003
81 N 11.18 -3.83 -2.39  C78 1.366, H84 1.002, H85 1.002
82 H 12.10 -1.98 -3.87  N80 1.002
83 H 11.45 -0.67 -2.94  N80 1.003
84 H 10.77 -4.47 -1.74  N81 1.002
85 H 11.70 -4.19 -3.17  N81 1.002
86 C 6.56 2.05 1.12  O87 1.220, N88 1.368, N89 1.361
87 O 6.98 1.03 0.60  C86 1.220
88 N 7.26 2.70 2.10  C86 1.368, H90 1.006, H91 1.003
89 N 5.37 2.62 0.78  C86 1.361, H92 1.004, H93 1.004
90 H 6.94 3.54 2.55  N88 1.006
91 H 8.14 2.30 2.37  N88 1.003
92 H 4.83 2.17 0.06  N89 1.004
93 H 5.02 3.46 1.21  N89 1.004
94 C -4.30 3.60 -0.88  O95 1.212, N96 1.375, N97 1.369
95 O -3.61 2.67 -1.26  C94 1.212
96 N -3.88 4.91 -0.95  C94 1.375, H98 1.001, H99 1.002
97 N -5.55 3.41 -0.37  C94 1.369, H100 1.006, H101 1.001
98 H -4.43 5.68 -0.65  N96 1.001
99 H -2.97 5.07 -1.33  N96 1.002
100 H -5.87 2.46 -0.31  N97 1.006
101 H -6.14 4.15 -0.05  N97 1.001
102 C -2.50 2.64 5.26  O103 1.225, N104 1.366, N105 1.360
103 O -3.23 2.97 6.19  C102 1.225
104 N -2.11 3.52 4.30  C102 1.366, H106 1.002, H107 1.002
105 N -2.04 1.36 5.14  C102 1.360, H108 1.003, H109 1.003
106 H -1.53 3.26 3.52  N104 1.002
107 H -2.45 4.46 4.37  N104 1.002
108 H -2.36 0.72 5.84  N105 1.003
109 H -1.45 1.04 4.39  N105 1.003
110 C 5.18 3.55 5.25  O111 1.223, N112 1.369, N113 1.359
111 O 5.17 4.30 4.29  C110 1.223
112 N 4.82 3.96 6.50  C110 1.369, H114 1.002, H115 1.003
113 N 5.56 2.25 5.15  C110 1.359, H116 1.006, H117 1.002
114 H 4.82 3.37 7.31  N112 1.002
115 H 4.52 4.91 6.60  N112 1.003
116 H 5.82 1.94 4.23  N113 1.006
117 H 5.60 1.60 5.92  N113 1.002
118 C 8.05 6.89 7.43  O119 1.217, N120 1.371, N121 1.366
119 O 9.15 7.30 7.75  C118 1.217
120 N 6.91 7.30 8.07  C118 1.371, H122 1.001, H123 1.002
121 N 7.86 5.99 6.42  C118 1.366, H124 1.003, H125 1.004
122 H 5.99 6.98 7.83  N120 1.001
123 H 7.02 7.96 8.82  N120 1.002
124 H 8.67 5.68 5.93  N121 1.003
125 H 6.96 5.64 6.15  N121 1.004

The spin multiplicity is 1. The calculation puts the maximum force at 2.08 eV/A. Its total charge is -1. The orbital gap comes out at 5.34 eV.

Atomic partial charges in e from the Mulliken method, atoms 1 to 4: N -0.795; C -0.302; C -0.603; P 0.342